Here is a molecular structure, C2H3Cl2F6O2PPd from the Open Molecules 2025 dataset. Energies are from ωB97M-V with the def2-TZVPD basis set.

Calculated values
LUMO (alpha / beta) in eV: 5.58 / 5.58
⟨S²⟩: 2.00
Gap between HOMO and LUMO (alpha / beta) in eV: 7.498 / 7.826
Net charge: -2
Total energy in Eh: -2217.64237
Multiplicity: 3
Strongest force on any atom in hartree/bohr: 0.05440

Element x y z (Å)
Pd1 -19.995 8.824 -31.777
C1 -19.456 5.307 -29.588
C2 -19.706 6.548 -30.422
O1 -20.838 6.924 -30.789
O2 -18.735 7.161 -30.972
H1 -20.373 4.779 -29.328
H2 -19.052 5.579 -28.609
H3 -18.744 4.676 -30.113
Cl1 -18.498 10.835 -31.889
Cl2 -19.821 8.000 -34.156
P1 -22.421 10.457 -30.580
F1 -21.843 11.891 -31.073
F2 -21.943 9.746 -31.990
F3 -20.986 9.936 -30.019
F4 -23.151 9.082 -30.139
F5 -22.801 11.099 -29.143
F6 -23.830 10.945 -31.253